93
Properties=species:S:1:pos:R:3 method="wB97M-V/def2-TZVPD" charge=-1 homo_ev=-3.5
C 0.345 0.713 4.605
H -1.756 -6.234 -2.404
N 0.955 3.959 -6.180
C -2.601 -4.276 2.137
H 7.018 -0.592 5.204
O 3.101 1.100 -0.575
C 4.932 -1.040 5.417
O -1.261 -4.323 -1.787
C 2.416 -1.376 2.626
C 6.018 -0.648 3.310
H -1.719 3.241 0.771
H -4.210 -5.527 1.508
C 6.078 -0.749 4.692
H -0.897 2.470 4.408
C 2.714 2.868 -4.940
O -0.449 0.215 1.475
C -5.044 2.544 -2.905
N -0.536 -1.382 -2.344
C 0.847 1.917 -3.137
C -1.367 2.803 1.700
H -1.986 -0.282 3.638
H 1.646 4.526 -6.643
C -5.040 1.266 -2.357
C 0.712 -1.025 -2.401
H -1.475 1.303 5.575
C -1.463 -3.547 1.759
C 1.006 3.013 0.733
C -3.956 3.369 -2.674
C 0.092 3.177 1.944
C 2.176 1.553 -3.014
C -1.795 -5.192 -2.742
H 4.133 1.721 -3.800
C -0.055 -1.957 -4.512
H -2.969 1.185 3.694
O 3.715 -0.458 -2.360
H 0.246 -0.306 4.970
H 0.109 4.227 2.262
H 1.039 1.245 5.256
H -5.877 2.899 -3.496
H -2.004 3.161 2.509
H 0.771 0.661 3.605
C -0.967 -1.912 -3.515
H 4.980 -1.110 6.496
H -0.798 1.652 -0.741
H -0.714 -3.300 3.793
C -1.956 0.804 3.541
C 3.729 -1.234 4.763
C -2.914 -5.014 -0.125
H -1.988 -2.241 -3.570
C -3.969 0.820 -1.622
C -1.078 -3.490 0.388
H -1.600 0.021 -0.714
C 3.108 2.033 -3.913
C 1.372 3.224 -5.087
Sc 0.636 -1.104 0.485
H -3.478 -5.609 -0.826
H 6.908 -0.423 2.738
H -1.172 -5.073 -3.629
C -1.802 -4.313 -0.532
H -2.833 -4.944 -2.994
H 4.736 -0.735 1.577
H -3.972 -0.181 -1.216
H 1.166 1.955 0.509
C -2.824 1.616 -1.376
H -0.596 3.022 -4.268
S 2.703 0.376 -1.755
H 0.496 2.577 2.755
H -2.883 -4.291 3.180
C -2.894 2.917 -1.922
C 0.443 2.747 -4.162
H 2.827 -1.464 5.307
N 1.342 -0.435 -1.378
H 0.603 3.515 -0.146
C 3.667 -1.131 3.376
H 1.985 3.443 0.947
S 1.472 -1.318 -3.967
N 0.436 -2.300 2.377
C -1.016 1.398 4.581
C 4.817 -0.826 2.651
H 3.437 3.231 -5.657
O -0.067 -2.810 -0.045
N 1.450 -2.020 3.252
S -1.752 0.993 1.597
C -3.332 -4.971 1.210
H -3.932 4.368 -3.089
C -1.723 1.105 -0.635
H 0.122 1.525 -2.444
H -5.888 0.615 -2.525
H 0.043 4.380 -6.109
Cl -1.570 4.039 -1.702
O 2.367 -1.038 1.389
H -0.158 -2.305 -5.519
C -0.576 -3.004 2.747

---

86
Properties=species:S:1:pos:R:3 method="wB97M-V/def2-TZVPD" s_squared=8.849 charge=+1 homo_ev="-10.5 / -11.0" multiplicity=6
H -1.244 2.449 2.740
H -3.183 -0.342 -2.521
C -2.033 -1.455 0.808
H 3.732 -6.117 -0.258
H -4.844 1.717 -0.954
H -3.587 1.264 -3.142
N -1.779 -1.634 -0.525
C -2.124 3.080 2.606
C 3.303 -0.197 1.391
H 6.031 -5.444 -0.878
C 0.444 2.974 -2.951
C -4.044 0.980 -1.031
H -4.864 0.093 -2.831
C 2.422 0.810 2.147
C -3.122 2.448 1.639
H 3.792 0.344 0.577
H -0.260 2.456 -3.591
N -1.221 -0.645 1.535
C -0.420 -1.853 -4.505
H -1.776 4.048 2.244
C -3.382 -1.901 2.729
H -4.274 0.166 -0.344
H 2.766 -1.403 3.645
C 1.093 2.255 -1.925
C -1.460 -0.488 2.835
C 0.661 4.328 -3.096
C 1.420 -2.832 4.487
H -0.001 -4.320 5.081
H 1.512 0.939 -4.295
H 4.990 -1.347 -0.292
H 2.862 4.818 -0.567
H -0.761 0.145 3.370
C 4.010 -5.071 -0.257
H -0.860 -4.660 2.773
H 4.071 -0.611 2.040
N 0.813 0.934 -1.671
H -3.758 -2.710 0.759
C 0.413 -0.805 -4.903
Sb -2.265 2.009 -0.305
H -1.164 5.120 -0.574
C 5.298 -4.695 -0.609
H -3.974 3.106 1.456
H -3.505 1.503 2.027
H 0.120 -3.386 0.908
H 1.686 6.064 -2.359
H 2.465 2.401 -0.282
P 2.204 -1.486 0.659
C -3.908 0.470 -2.464
H -4.226 -2.381 3.205
H -2.685 -0.926 4.530
N -0.778 -0.974 -0.935
H -2.598 5.212 0.453
C 1.978 -2.114 3.437
C 3.077 -4.114 0.107
C -0.853 -1.952 -3.196
C 1.967 2.949 -1.069
C -3.135 -2.091 1.390
H 2.084 -4.433 0.389
Fe 0.275 0.176 0.265
H 6.638 -3.045 -0.900
H -2.516 3.847 -2.306
C 3.421 -2.763 0.132
C -2.525 -1.091 3.474
C 0.487 -3.233 1.918
H -0.721 -2.601 -5.226
C 0.422 0.072 -2.661
H -3.921 3.903 -1.230
C -2.256 5.131 -0.579
H -2.587 3.238 3.583
C -0.065 -3.950 2.967
H 0.140 4.868 -3.876
O 2.793 1.327 3.171
C 5.638 -3.352 -0.620
C 2.185 4.300 -1.233
C -0.429 -1.008 -2.268
H 0.743 -0.740 -5.931
C 4.705 -2.390 -0.264
H -1.503 -2.758 -2.883
C -2.830 3.899 -1.263
C 0.832 0.152 -3.999
H -2.578 6.034 -1.103
C 0.409 -3.751 4.257
O 1.278 1.042 1.550
C 1.515 -2.315 2.141
H 1.792 -2.683 5.493
C 1.533 4.999 -2.244

---

84
Properties=species:S:1:pos:R:3 method="wB97M-V/def2-TZVPD" homo_ev=-6.5
C -6.751 -1.508 -0.976
C -1.080 -3.805 -5.486
H 3.503 1.412 4.566
H -0.903 0.732 2.426
H 1.809 -4.290 -3.728
H 1.438 2.950 -0.430
H -4.156 0.385 0.162
O -4.302 -0.818 -4.570
H -0.224 -2.535 5.157
N -3.186 -1.158 -4.219
C 0.072 4.230 2.984
O 3.050 1.207 1.626
H -0.988 -1.849 0.461
H -2.666 0.684 -3.475
C 1.443 0.319 0.179
H 1.139 -2.297 1.479
H 1.473 -3.052 -0.095
H -2.786 1.375 -1.095
C 0.916 -3.782 -4.091
C -6.073 -2.251 -1.946
C 2.238 -1.008 0.116
H -7.821 -1.653 -0.819
H -4.159 -2.717 -2.819
C -4.691 -0.354 -0.435
C 0.087 -4.388 -5.074
H 1.777 0.992 -0.630
H 3.403 4.501 1.891
C -0.945 0.763 -0.355
N 0.070 -0.102 -0.097
H 3.111 -0.651 3.160
H 4.028 3.761 0.398
C -1.399 -2.412 -5.054
H -1.972 -1.557 -1.607
H 0.460 5.223 -0.264
C -0.879 -0.502 -3.583
C 0.594 2.936 2.877
H -0.275 4.581 3.956
H 5.160 4.329 1.651
C 1.002 2.450 1.633
C 0.609 -2.525 -3.567
C -2.377 -0.362 -3.249
C 0.161 -1.789 4.457
O -0.089 0.438 -3.478
C 1.536 -1.677 4.243
H -6.593 -2.985 -2.567
H -0.420 6.052 1.931
C -2.574 -0.671 -1.834
C 0.484 4.589 0.627
H -1.828 -4.292 -6.113
C -0.103 -1.539 -0.119
H -1.435 -1.754 -5.949
C -4.030 -1.031 -1.463
C 4.185 3.849 1.481
C 5.794 1.280 1.979
C 2.033 -0.740 3.330
H 2.242 -2.316 4.781
H -0.797 1.779 0.026
C 0.000 5.047 1.855
H 3.085 3.123 4.306
C -0.520 -1.852 -4.015
H 0.408 -5.335 -5.518
H 5.929 1.100 0.903
H 3.119 -0.999 0.763
H -6.530 -0.054 0.625
C -2.101 0.517 -1.019
H 6.645 1.875 2.339
C -4.699 -2.056 -2.147
H 4.778 2.661 4.623
C -0.226 0.021 2.904
H -1.801 -1.000 3.956
C 1.225 -2.107 0.402
H 1.213 -2.045 -2.787
H 5.809 0.310 2.492
H 0.681 2.302 3.763
Si 4.204 2.186 2.304
O -2.749 -2.453 -4.492
H -0.253 -1.879 -1.159
C 1.146 0.093 2.644
C -0.723 -0.936 3.790
C 1.644 1.059 1.549
C 3.847 2.355 4.122
C 1.015 3.296 0.519
C -6.047 -0.586 -0.191
H 2.589 -1.090 -0.924

---

88
Properties=species:S:1:pos:R:3 method="wB97M-V/def2-TZVPD" homo_ev=-5.4
O 3.555 2.866 2.661
H 2.119 0.253 -0.473
H 1.281 -4.277 0.670
C 1.213 -3.300 10.286
H 5.304 1.921 1.270
H 0.299 -8.175 -1.632
O -1.347 -2.956 5.568
C 0.583 3.657 2.654
H 2.777 -3.175 8.789
O -3.896 -2.597 8.296
C 0.518 -0.820 2.452
H 4.894 0.745 -0.010
C -0.873 -6.888 0.481
C -0.710 -4.282 1.580
C 0.409 -2.103 1.929
C -2.013 -2.245 6.460
C -1.351 -4.468 5.576
H 1.798 -3.917 10.970
H 5.599 0.176 1.516
C 0.291 -6.106 0.282
H -0.511 -3.184 11.593
H 0.568 2.197 1.077
C 1.045 -2.054 8.215
C 2.794 -0.403 1.485
H 3.828 -1.369 3.128
H 1.278 6.785 1.510
C 0.837 4.692 1.751
O -1.015 -8.155 0.016
C 3.539 -1.601 2.094
C -0.075 -2.886 10.640
H -2.709 -4.676 2.318
S -1.254 -0.875 7.319
C -0.815 -2.069 9.782
H 1.843 -1.480 -0.176
H -6.239 1.673 7.386
H -1.822 -1.740 10.038
C 0.361 -4.841 0.829
C 1.769 -2.881 9.073
H -5.304 -0.475 8.202
H 1.465 -1.696 7.276
C -4.834 0.562 4.489
C 3.019 1.801 2.364
H -1.480 -2.656 2.775
H -2.379 -4.802 5.416
C -5.538 1.400 5.356
H -4.681 0.846 3.449
H -0.701 -4.741 4.741
C -0.646 -2.977 2.155
H 0.194 3.113 4.698
H 2.926 -2.504 2.097
C 0.498 2.228 2.175
H 0.989 -8.803 -0.092
H 0.520 5.442 5.549
C -1.961 -6.349 1.218
H -3.763 -1.312 4.271
C 0.431 3.934 4.015
C -4.488 -1.010 6.278
H -5.949 2.344 4.994
C 4.920 0.917 1.073
C -4.315 -0.651 4.940
H 4.441 -1.794 1.499
H 1.211 -2.451 1.286
H 1.135 -6.497 -0.294
S -3.723 -2.532 6.860
H -0.467 1.786 2.469
N 3.593 0.800 1.636
C 0.608 5.240 4.479
O -2.296 -0.173 8.033
C 1.609 1.348 2.752
O -0.375 -0.178 6.402
N 1.581 -0.023 2.237
C -5.183 -0.181 7.159
O -4.206 -3.605 6.003
H 1.059 7.295 3.952
C 0.084 -8.742 -0.714
C 2.536 -0.652 -0.011
H 3.491 -0.898 -0.494
H 0.919 4.451 0.687
C -0.253 -1.682 8.563
H -0.944 -4.801 6.540
C -5.706 1.026 6.690
C 1.028 5.994 2.218
C -1.872 -5.090 1.750
H -0.276 -9.741 -0.960
H -2.847 -6.973 1.342
C 0.918 6.273 3.588
H 1.534 1.336 3.856
H -0.277 -0.402 3.078

---

90
Properties=species:S:1:pos:R:3 method="wB97M-V/def2-TZVPD" s_squared=0.755 charge=-2 homo_ev="-1.5 / -1.5" multiplicity=2 de_lowest_ev=0.1724
H -3.096 -5.011 4.533
C 2.156 3.140 3.537
C -4.101 -1.515 -2.118
O -0.241 -1.417 0.204
C 4.886 3.424 2.036
C -3.803 1.877 -0.131
S 0.150 6.623 3.463
H 2.166 5.476 1.149
C 6.423 0.982 -1.147
Cu -0.746 0.211 1.128
C 3.365 -1.870 -5.304
C -3.394 -3.739 1.404
C -3.428 -4.663 2.440
H 2.563 1.469 -0.171
H 4.808 -0.560 -4.402
C 2.278 4.546 0.592
C 2.074 -2.376 -5.223
Ge 2.951 3.131 1.754
H 5.001 4.180 2.815
C -2.287 -2.948 -1.483
H 6.768 1.800 -1.767
C -2.990 -2.428 1.632
C -2.662 -2.983 3.968
C 3.584 0.251 1.309
H 5.386 3.785 1.136
P -2.963 -1.029 0.428
H -3.745 -5.680 2.239
Sb -1.836 5.454 3.402
C -3.157 -1.904 -1.168
C 2.950 -0.544 -3.340
H 4.027 -2.190 -6.099
H -7.601 -0.965 2.297
C 5.285 1.146 -0.368
H -3.698 -4.049 0.412
S 1.000 -1.789 -0.742
H -7.884 1.477 1.949
H 7.163 -2.214 -0.339
C 1.228 -1.967 -4.204
C -4.189 -2.170 -3.338
H -5.545 -2.075 1.582
C -6.832 -0.392 1.793
H -4.926 -1.849 -4.064
S -1.131 3.496 1.394
C -5.668 -1.020 1.380
O -2.108 2.100 -1.604
C 5.511 -1.091 0.430
H -1.693 -4.415 -2.922
H -6.085 2.760 0.837
H -2.374 -2.675 4.966
C 4.812 0.116 0.440
S -3.356 6.591 2.093
C -3.336 -3.225 -3.631
S -1.172 1.828 2.481
H -3.668 2.916 0.174
C -6.990 0.974 1.603
C -5.987 1.690 0.977
C -3.066 -4.289 3.726
H -0.303 -0.708 -2.418
H 1.292 4.282 0.212
C 3.801 -0.955 -4.357
H -4.767 -0.691 -1.906
H 2.956 4.698 -0.252
N -3.109 1.345 -1.056
C -2.382 -3.608 -2.699
C 7.112 -0.221 -1.137
H 1.161 2.698 3.522
H 1.600 1.092 1.229
C -2.620 -2.068 2.928
H -2.297 -1.050 3.123
C 2.616 1.368 0.916
H 4.757 2.090 -0.395
H 1.725 -3.093 -5.957
H 5.392 2.514 2.365
C 6.647 -1.262 -0.344
H 0.222 -2.362 -4.134
H 5.139 -1.913 1.031
H 7.996 -0.352 -1.751
H 3.064 -0.710 1.284
C -4.645 -0.321 0.738
H -1.790 2.723 -0.920
H -3.409 -3.738 -4.583
C 0.747 -0.638 -2.132
H 3.295 0.164 -2.597
C -4.835 1.055 0.516
H 3.921 0.393 2.344
H -1.500 -3.213 -0.787
H 2.052 4.167 3.890
H 0.952 0.379 -1.789
H 2.781 2.574 4.232
C 1.652 -1.040 -3.254

---

F_max across the listed records, respectively: 2.7; 2.2; 4.2; 4.3; 0.6 eV/Å.